1:
{
  "formula": "CH3NO3",
  "method": "wB97M-V/def2-TZVPD",
  "homo_energy_ev": -10.1,
  "smiles": "O=C=NO.O",
  "total_charge": 0,
  "elements": ["O", "C", "N", "O", "H", "O", "H", "H"],
  "xyz": [[0.22, 2.50, 1.66], [0.46, 1.36, 1.47], [0.35, 0.22, 1.19], [1.01, -0.82, 0.58], [0.43, -1.01, -0.27], [-0.76, -1.12, -1.57], [-0.48, -0.36, -2.21], [-1.23, -0.77, -0.86]],
  "nbo_charge": [-0.53, 0.79, -0.29, -0.52, 0.50, -0.93, 0.50, 0.48]
}


2:
{
  "formula": "CH3NO3",
  "method": "wB97M-V/def2-TZVPD",
  "homo_energy_ev": -10.1,
  "smiles": "O=NO.C=O",
  "total_charge": 0,
  "elements": ["O", "N", "O", "H", "C", "O", "H", "H"],
  "xyz": [[-0.93, -1.06, -0.24], [-1.14, -0.07, 0.39], [-2.23, 0.65, -0.06], [-2.31, 1.43, 0.50], [1.65, -0.24, -0.15], [1.32, 0.90, -0.02], [1.75, -0.93, 0.71], [1.89, -0.69, -1.13]],
  "nbo_charge": [-0.30, 0.36, -0.54, 0.49, 0.29, -0.51, 0.11, 0.11]
}


3:
{
  "formula": "CH3NO3",
  "method": "wB97M-V/def2-TZVPD",
  "homo_energy_ev": -11.0,
  "smiles": "N=C1OO1.O",
  "total_charge": 0,
  "elements": ["N", "C", "O", "O", "H", "O", "H", "H"],
  "xyz": [[-0.43, -1.13, -0.01], [-1.51, -0.41, -0.12], [-2.72, -0.64, -0.17], [-2.02, 0.81, -0.34], [-0.97, -1.94, -0.16], [0.25, 1.61, 0.43], [-0.57, 2.00, 0.39], [0.46, 1.60, 1.40]],
  "nbo_charge": [-0.67, 0.73, -0.20, -0.21, 0.34, -0.91, 0.46, 0.47]
}


4:
{
  "formula": "CH3NO3",
  "method": "wB97M-V/def2-TZVPD",
  "homo_energy_ev": -10.8,
  "smiles": "COn1oo1",
  "total_charge": 0,
  "elements": ["C", "O", "N", "O", "O", "H", "H", "H"],
  "xyz": [[1.14, 0.01, -0.10], [-0.15, 0.69, -0.36], [-1.01, 0.05, 0.52], [-2.27, 0.59, 0.47], [-1.98, -0.61, -0.23], [0.84, -0.71, 0.71], [2.08, 0.62, 0.03], [1.35, -0.63, -1.03]],
  "nbo_charge": [-0.30, -0.37, 0.31, -0.11, -0.13, 0.21, 0.21, 0.19]
}


1 wins, 0.922 eV ahead of the next structure.


1:
{
  "formula": "CH6NPS",
  "method": "wB97M-V/def2-TZVPD",
  "homo_energy_ev": [-6.9, -8.7],
  "total_charge": 0,
  "elements": ["C", "N", "P", "S", "H", "H", "H", "H", "H", "H"],
  "xyz": [[1.91, -0.03, 0.50], [-2.31, -0.44, -0.08], [-0.99, 0.47, 0.37], [0.42, -1.05, 0.32], [1.63, 0.93, 0.93], [2.35, 0.13, -0.48], [2.60, -0.56, 1.15], [-2.20, -1.23, -0.70], [-3.19, 0.04, -0.17], [-0.21, 1.73, -1.84]],
  "nbo_charge": [-0.72, -1.17, 0.73, -0.10, 0.23, 0.23, 0.23, 0.40, 0.41, -0.23]
}


2:
{
  "formula": "CH6NPS",
  "method": "wB97M-V/def2-TZVPD",
  "homo_energy_ev": -9.6,
  "smiles": "N#[PH]S.C",
  "total_charge": 0,
  "elements": ["N", "P", "S", "H", "H", "C", "H", "H", "H", "H"],
  "xyz": [[-1.37, -0.89, 3.13], [-1.13, -0.95, 1.68], [-2.79, -1.08, 0.24], [-0.09, -1.53, 1.06], [-3.80, -0.90, 1.12], [1.84, 1.06, -1.42], [1.53, 2.14, -1.29], [2.51, 0.85, -0.56], [2.40, 0.86, -2.38], [0.93, 0.45, -1.57]],
  "nbo_charge": [-0.92, 1.11, -0.34, -0.03, 0.18, -0.87, 0.22, 0.22, 0.22, 0.21]
}


1 wins, 0.235 eV ahead of the next structure.


1:
{
  "formula": "C4H9N2O2",
  "method": "wB97M-V/def2-TZVPD",
  "homo_energy_ev": -3.7,
  "total_charge": -1,
  "elements": ["C", "C", "C", "O", "N", "C", "N", "O", "H", "H", "H", "H", "H", "H", "H", "H", "H"],
  "xyz": [[0.06, 0.30, -0.21], [1.39, 0.04, 0.46], [2.48, 0.28, -0.61], [3.72, 0.19, -0.13], [-1.09, 0.82, 0.54], [-2.09, -0.25, 0.38], [-1.30, -1.40, -0.50], [-3.26, 0.17, 0.08], [0.22, 0.95, -1.11], [-0.50, -0.89, -0.53], [1.53, 0.78, 1.26], [1.64, -0.98, 0.81], [2.38, -0.66, -1.40], [2.27, 1.36, -1.01], [-1.66, 1.63, 0.22], [-2.11, -0.91, 1.26], [-1.25, -2.21, 0.14]],
  "nbo_charge": [0.21, -0.52, 0.01, -0.86, -0.64, 0.42, -0.71, -0.79, 0.21, 0.23, 0.24, 0.24, 0.09, 0.08, 0.40, 0.04, 0.35]
}


2:
{
  "formula": "C4H9N2O2",
  "method": "wB97M-V/def2-TZVPD",
  "homo_energy_ev": -3.6,
  "total_charge": -1,
  "elements": ["N", "C", "C", "N", "C", "C", "O", "O", "H", "H", "H", "H", "H", "H", "H", "H", "H"],
  "xyz": [[2.91, 0.50, -0.58], [1.67, -0.22, -0.77], [0.76, -0.11, 0.42], [-0.30, -1.08, 0.43], [-1.59, -0.66, -0.09], [-2.51, 0.41, 0.66], [-3.61, 0.83, -0.12], [1.79, 0.02, 1.51], [2.53, 0.30, 0.91], [3.10, 0.97, -1.55], [1.01, 0.00, -1.67], [1.82, -1.30, -1.07], [0.37, 0.94, 0.42], [-2.12, -1.60, -0.17], [-1.35, -0.25, -1.00], [-2.79, -0.03, 1.72], [-1.70, 1.26, 0.95]],
  "nbo_charge": [-0.93, -0.25, 0.12, -0.14, -0.30, -0.02, -0.76, -0.73, 0.49, 0.33, 0.16, 0.17, 0.19, 0.20, 0.21, 0.13, 0.12]
}


3:
{
  "formula": "C4H9N2O2",
  "method": "wB97M-V/def2-TZVPD",
  "homo_energy_ev": [-3.6, -3.1],
  "total_charge": -1,
  "elements": ["C", "C", "C", "C", "N", "N", "O", "O", "H", "H", "H", "H", "H", "H", "H", "H", "H"],
  "xyz": [[1.35, -0.49, 0.46], [-1.18, -0.67, 0.74], [-0.25, 0.84, -1.09], [0.03, 0.07, 0.25], [0.08, 1.57, 2.01], [0.32, 2.76, 1.73], [0.18, 3.57, 2.69], [0.66, 3.19, 0.62], [1.93, -0.41, -0.54], [1.86, 0.00, 1.22], [1.27, -1.58, 0.73], [-1.99, 0.06, 0.42], [-1.29, -0.76, 1.82], [-1.27, -1.66, 0.38], [-1.32, 1.28, -1.20], [0.53, 1.73, -1.16], [-0.01, 0.27, -1.93]],
  "nbo_charge": [-0.67, -0.67, -0.67, 0.17, -0.32, 0.49, -0.59, -0.60, 0.19, 0.24, 0.18, 0.21, 0.22, 0.18, 0.20, 0.26, 0.18]
}


3 wins, 1.119 eV ahead of the next structure.